# C19H21N6OPdS2

A structure of composition C19H21N6OPdS2 (ωB97M-V with the def2-TZVPD basis set, OMol25).

Structure (XYZ):
```
50
Properties=species:S:1:pos:R:3:forces:R:3:nbo_charge:R:1
Pd 1.864 -0.401 0.699 0.34 0.14 0.22 0.82
S 4.057 -0.517 1.678 -0.31 -0.08 -0.08 -0.25
S -0.410 1.209 -0.968 -0.06 0.03 -0.09 1.25
O -0.094 0.162 0.095 -0.05 -0.09 0.03 -1.00
N 2.671 1.231 -0.208 0.00 0.16 -0.02 -0.59
N 2.119 2.462 0.287 0.01 0.00 0.00 -0.66
N 6.213 -1.173 0.253 0.05 0.09 -0.03 -0.80
N 0.892 -2.076 1.478 0.00 0.03 0.01 -0.43
N 4.363 -2.428 -0.242 0.03 -0.03 0.04 -0.40
N 3.042 -2.492 0.049 -0.12 -0.08 -0.15 -0.26
C -1.361 3.746 -0.697 0.02 0.00 0.00 -0.23
C 1.171 -3.336 1.079 -0.03 -0.05 0.00 0.19
C -0.809 -4.154 2.157 -0.01 0.01 0.01 -0.13
C -3.466 -1.147 -2.141 0.01 0.00 0.00 -0.20
C -1.315 2.487 -0.119 0.05 -0.04 0.00 -0.17
C -2.050 1.034 -3.135 0.00 0.00 0.00 -0.24
C -2.665 3.214 1.705 0.01 -0.02 0.00 -0.18
C 2.463 -3.558 0.408 0.09 0.15 0.02 0.02
C -2.736 4.477 1.132 0.00 0.01 -0.01 -0.18
C -0.212 -1.853 2.197 -0.03 -0.01 0.03 0.07
C 4.901 -1.461 0.440 -0.08 -0.16 -0.06 0.28
C -1.085 -2.859 2.565 0.03 0.02 -0.01 -0.25
C -2.425 -0.615 -1.396 -0.02 0.00 0.00 -0.22
C -1.952 2.204 1.077 -0.03 0.00 0.01 -0.24
C 0.331 -4.391 1.413 0.02 -0.03 -0.03 -0.22
C -1.739 0.476 -1.904 0.03 -0.02 0.03 -0.18
C -2.087 4.744 -0.065 0.00 0.00 0.00 -0.19
C -3.804 -0.591 -3.367 -0.01 0.00 0.00 -0.18
C -3.098 0.496 -3.865 0.00 0.00 -0.01 -0.18
H 3.682 1.170 -0.073 -0.02 0.01 -0.01 0.41
H 2.919 -4.546 0.400 0.03 0.00 0.06 0.20
H -4.617 -1.011 -3.943 0.00 0.00 0.00 0.23
H -0.834 3.949 -1.621 0.00 0.00 0.00 0.22
H -3.169 3.014 2.641 0.00 0.00 0.00 0.23
H -2.138 5.731 -0.503 0.00 0.00 0.00 0.23
H 6.760 -1.838 -0.268 0.00 -0.02 0.02 0.41
H -1.484 1.873 -3.521 0.00 0.01 0.00 0.22
H -1.884 1.213 1.505 0.00 0.00 0.00 0.23
H -2.139 -1.039 -0.443 0.00 0.00 0.00 0.24
H -3.357 0.919 -4.826 0.00 0.00 0.00 0.23
H 0.589 -5.389 1.085 0.00 0.00 0.00 0.24
H -1.469 -4.969 2.423 0.00 0.00 0.00 0.24
H 2.700 3.238 -0.016 0.00 -0.01 0.01 0.36
H 2.461 1.182 -1.203 0.03 -0.01 0.00 0.39
H 6.685 -0.609 0.936 0.02 -0.02 0.01 0.41
H 2.161 2.418 1.300 -0.01 0.00 -0.01 0.38
H -4.014 -2.000 -1.764 0.00 0.00 0.00 0.23
H -3.296 5.260 1.626 0.00 0.00 0.00 0.23
H -1.952 -2.625 3.166 0.00 0.00 0.00 0.24
H -0.385 -0.828 2.492 0.00 0.00 -0.01 0.22
```
Forces are in eV/Å.

Results
- ΔE to the lowest compared entry with this formula, charge and spin (kcal/mol) = 25.2
- highest occupied orbital energy (Ha) = -0.3880
- Kohn-Sham gap (eV) = 7.53
- charge = +1